# 1
Formula: C27H46BrN3OP2Sn
Source: OMol25
Level of theory: ωB97M-V with the def2-TZVPD basis set

```
81
Properties=species:S:1:pos:R:3
N -3.5555 -8.1138 -3.4550
C -3.7192 -7.9843 -2.1277
C -3.4092 -6.8264 -1.3968
C -2.8732 -5.6837 -2.0738
C -2.6382 -5.8602 -3.4659
C -3.0499 -7.0575 -4.1011
C -2.5074 -4.4545 -1.3666
Sn -2.2590 -0.5842 1.1306
P -1.1682 4.9129 0.7611
C -1.9853 -3.3558 -1.9545
C -1.2710 -2.3050 -1.2893
C -1.2649 -1.0102 -1.8447
C -0.5883 0.0415 -1.2035
C 0.2381 -0.2868 -0.1210
C -0.0166 -1.5040 0.6204
C -0.6267 -2.5753 -0.0829
Br 1.1547 1.2307 0.8421
H -2.6534 -4.4710 -0.2973
H -2.1177 -3.2900 -3.0238
H -3.5594 -6.8224 -0.3149
H -2.1019 -5.1173 -4.0746
H -4.1364 -8.8575 -1.6350
H -2.9247 -7.1631 -5.1880
H -1.7933 -0.7976 -2.7836
H -0.6256 -3.5694 0.3623
H -0.5741 1.0686 -1.6008
H 0.5620 -1.7210 1.5268
P 2.6084 0.6675 -0.8012
C -2.3471 3.7518 1.4683
C -3.7187 4.4340 1.6393
H -1.9440 3.3929 2.4225
H -2.3848 2.9022 0.7752
H -4.4147 3.7850 2.1773
H -3.6889 5.3816 2.1839
H -4.1891 4.6797 0.6859
C -1.0420 4.5318 -1.0070
C -0.6581 5.7816 -1.8088
H -2.0393 4.1733 -1.3194
H -0.3053 3.7252 -1.1283
H -0.7115 5.5901 -2.8781
H -1.3288 6.6066 -1.5829
H 0.3494 6.1342 -1.5936
C 0.5225 4.7510 1.4409
C 0.7630 5.6515 2.6582
H 1.2330 5.0074 0.6447
H 0.6375 3.7022 1.7381
H 1.6993 5.3709 3.1592
H 0.8241 6.7094 2.3754
H -0.0351 5.5426 3.4023
C 4.1995 1.2194 -0.2337
C 5.2939 0.2001 -0.4989
H 4.1777 1.5413 0.8096
H 4.3096 2.1044 -0.8706
H 5.2617 -0.6288 0.1998
H 5.2807 -0.1887 -1.5176
H 6.2308 0.7206 -0.3611
C 1.8957 1.8105 -1.9898
C 1.5135 1.1070 -3.2797
H 2.7315 2.4890 -2.0999
H 1.0618 2.3868 -1.5577
H 2.2820 0.3886 -3.5992
H 0.5497 0.5723 -3.2103
H 1.4100 1.8849 -4.0424
C 2.5615 -1.0344 -1.3302
C 2.8532 -2.0539 -0.2318
H 3.3389 -1.0232 -2.1086
H 1.6120 -1.2543 -1.8418
H 2.5173 -3.0325 -0.5836
H 3.9162 -2.1090 0.0016
H 2.3309 -1.8636 0.7078
C -0.6818 -1.3597 5.9082
N 0.4871 -1.4610 5.0586
C 0.5392 -0.8868 3.8272
N 1.7144 -1.1736 3.1691
O -0.4132 -0.2455 3.3242
H -1.5176 -0.9300 5.3200
H -0.4934 -0.6946 6.7754
H -0.9700 -2.3605 6.2873
H 1.1811 -2.1558 5.3245
H 1.9794 -0.5277 2.4483
H 2.4813 -1.5565 3.7010
```

- LUMO level (alpha / beta) (eV) = -13.0 / -13.1
- relative energy (zero: lowest compared OMol25 entry of this formula, charge and spin) (kJ/mol) = 144.9
- gap between HOMO and LUMO (alpha / beta) (eV) = 4.39 / 4.21
- E_HOMO (alpha / beta) (hartree) = -0.6376 / -0.6366
- total charge = +4

# 2
Formula: C27H20N6O2SSe2Ti
Source: OMol25
Level of theory: ωB97M-V with the def2-TZVPD basis set

```
59
Properties=species:S:1:pos:R:3
Ti -2.3102 -1.0917 -0.8799
C 4.5814 4.9221 -1.1642
O 3.4551 4.4775 -0.4332
C 3.6008 3.3914 0.3566
C 4.7943 2.6993 0.5357
C 4.8347 1.5828 1.3526
C 3.6871 1.1196 1.9923
C 2.4985 1.8557 1.8422
C 2.4562 2.9690 1.0376
N 3.8144 0.0053 2.8299
N 2.8671 -0.7318 3.1588
C 1.6539 -0.9009 2.5207
C 0.5689 -1.1930 3.3423
C -0.7346 -1.2898 2.8645
C -0.9843 -1.1473 1.5124
O -2.1619 -1.1798 0.9285
C 0.1123 -0.9654 0.6380
N -0.2368 -0.8967 -0.6817
C 0.7370 -0.7645 -1.5716
C 2.0794 -0.7417 -1.2106
C 2.4411 -0.7962 0.1180
C 1.4417 -0.8604 1.1007
H 4.2404 5.7762 -1.7421
H 4.9508 4.1500 -1.8443
H 5.3916 5.2371 -0.5016
H 5.6984 3.0359 0.0468
H 5.7618 1.0379 1.4781
H 1.6175 1.5541 2.3941
H 1.5387 3.5292 0.9100
H 0.7673 -1.2717 4.4030
H -1.5643 -1.4546 3.5387
H 0.4466 -0.6962 -2.6110
H 2.8289 -0.6851 -1.9867
H 3.4850 -0.8020 0.3915
Se -4.7721 0.0891 0.5379
Se -4.7598 -1.8717 -1.9678
C -3.9714 -3.3231 -1.0999
C -4.5992 -4.5574 -0.8728
C -3.8896 -5.5589 -0.2558
C -2.5672 -5.3278 0.1472
C -2.0217 -4.0903 -0.0793
N -2.7054 -3.1111 -0.6940
C -3.7284 1.3373 -0.3386
C -4.0525 2.7110 -0.3232
C -3.1821 3.6175 -0.8649
C -1.9937 3.1588 -1.4626
C -1.7529 1.8152 -1.4962
N -2.5943 0.9045 -0.9478
H -5.6207 -4.6874 -1.1984
H -4.3453 -6.5255 -0.0838
H -1.9772 -6.0984 0.6212
H -1.0096 -3.8492 0.2265
H -4.9847 3.0047 0.1351
H -3.3986 4.6774 -0.8287
H -1.2778 3.8420 -1.8961
H -0.8581 1.4244 -1.9618
S -0.9649 -3.7090 -3.9442
C -1.4809 -2.3746 -3.2718
N -1.8507 -1.3718 -2.7467
```

- LUMO level (eV) = -1.6
- relative energy (zero: lowest compared OMol25 entry of this formula, charge and spin) (kJ/mol) = 126.0
- gap between HOMO and LUMO (eV) = 4.79
- E_HOMO (hartree) = -0.2343
- total charge = 0

# 3
Formula: C4H4O2S
Source: OMol25
Level of theory: ωB97M-V with the def2-TZVPD basis set

```
11
Properties=species:S:1:pos:R:3
O 2.2081 -0.3442 0.4744
C 0.8968 0.1691 0.1991
C 0.6372 1.3578 -0.5562
O -0.6207 1.5483 -1.0026
C -1.1995 0.2536 -0.7217
C -0.3250 -0.5051 0.1475
S -1.0316 -2.0283 0.7295
H 1.9705 -1.3091 0.7210
H 1.2784 2.3156 -0.6811
H -2.1622 0.0212 -1.2017
H -1.6519 -1.4790 1.8916
```

- LUMO level (eV) = 0.5
- relative energy (zero: lowest compared OMol25 entry of this formula, charge and spin) (kJ/mol) = 256.7
- gap between HOMO and LUMO (eV) = 8.83
- E_HOMO (hartree) = -0.3078
- SMILES = Oc1cocc1S
- total charge = 0

# 4
Formula: C20H25ClN6
Source: OMol25
Level of theory: ωB97M-V with the def2-TZVPD basis set

```
52
Properties=species:S:1:pos:R:3
C 2.7760 1.1355 -1.5146
C 1.6559 0.7499 -0.5311
C 1.1140 2.0054 0.0729
N 0.7145 3.0305 -0.6510
N 0.3285 3.9721 0.1940
N 0.4742 3.5921 1.3899
N 0.9701 2.3518 1.3794
C 1.2467 1.6578 2.6302
C 0.3717 0.4060 2.7123
C 2.7393 1.3179 2.7074
C 0.8924 2.6072 3.7759
N 0.5771 -0.0281 -1.1244
C 0.9057 -1.4274 -1.3861
C 0.0315 -2.3234 -0.5457
C 0.3639 -2.6230 0.7701
C -0.5059 -3.3781 1.5385
C -1.6811 -3.8203 0.9519
N -1.9914 -3.5809 -0.3102
C -1.1582 -2.8563 -1.0331
C -0.1297 0.6153 -2.2184
C -1.5255 0.0730 -2.3495
C -1.9680 -0.4753 -3.5468
C -3.2445 -0.9941 -3.6743
C -4.1059 -0.9807 -2.5915
C -3.6939 -0.4320 -1.3905
C -2.4182 0.0940 -1.2819
Cl -1.9462 0.7945 0.2177
H 3.6034 1.5917 -0.9759
H 3.1423 0.2521 -2.0334
H 2.4011 1.8504 -2.2410
H 2.0785 0.1255 0.2609
H 0.4574 -0.2015 1.8168
H 0.6613 -0.1895 3.5743
H -0.6728 0.6883 2.8204
H 2.9775 0.9705 3.7093
H 3.3376 2.2032 2.5007
H 3.0209 0.5390 2.0045
H -0.1447 2.9210 3.7018
H 1.5167 3.4959 3.7448
H 1.0424 2.0998 4.7251
H 0.7531 -1.6602 -2.4461
H 1.9558 -1.6260 -1.1451
H 1.3027 -2.2828 1.1865
H -0.2746 -3.6203 2.5644
H -2.4015 -4.4052 1.5083
H -1.4542 -2.6987 -2.0618
H -0.1802 1.6867 -2.0003
H 0.3959 0.4875 -3.1789
H -1.2951 -0.4938 -4.3928
H -3.5622 -1.4148 -4.6163
H -5.0986 -1.3941 -2.6782
H -4.3558 -0.4081 -0.5391
```

- LUMO level (eV) = 0.5
- relative energy (zero: lowest compared OMol25 entry of this formula, charge and spin) (kJ/mol) = 1.2
- gap between HOMO and LUMO (eV) = 9.18
- E_HOMO (hartree) = -0.3185
- SMILES = C[C@@H](c1nnnn1C(C)(C)C)N(Cc1cccnc1)Cc1ccccc1Cl
- total charge = 0

# 5
Formula: C7H6
Source: OMol25
Level of theory: ωB97M-V with the def2-TZVPD basis set

```
13
Properties=species:S:1:pos:R:3
C 1.4567 1.1597 -0.5493
C 1.3770 0.4606 -1.7224
C 0.6075 0.7306 0.4435
C -0.4295 -0.7328 -0.6894
C 0.3341 -0.4240 -1.6725
C -0.3692 -0.1890 0.4881
C -1.3451 -0.5045 1.5876
H 2.1041 1.9297 -0.2069
H 1.9895 0.4611 -2.6654
H -0.0229 -1.0135 -2.5235
H -0.8947 -0.3535 2.6125
H -1.9314 -1.4994 1.4523
H -2.1337 0.1157 1.5440
```

- LUMO level (alpha / beta) (eV) = -0.1 / -0.2
- relative energy (zero: lowest compared OMol25 entry of this formula, charge and spin) (kJ/mol) = 291.2
- gap between HOMO and LUMO (alpha / beta) (eV) = 9.00 / 8.75
- E_HOMO (alpha / beta) (hartree) = -0.3349 / -0.3303
- total charge = 0

# 6
Formula: H7NO2
Source: OMol25
Level of theory: ωB97M-V with the def2-TZVPD basis set

```
10
Properties=species:S:1:pos:R:3
N 0.3217 -0.2264 1.3612
H 1.0134 0.4396 1.7029
H 0.5891 -1.0795 1.8480
H -0.4826 0.0537 1.9199
O 0.1831 1.7929 -0.9648
H -0.1202 1.3864 -0.1432
H 0.9474 2.3314 -0.7522
O -0.4694 -1.6632 -1.5248
H -1.2133 -2.2535 -1.6778
H -0.7693 -0.7814 -1.7693
```

- LUMO level (eV) = 0.8
- relative energy (zero: lowest compared OMol25 entry of this formula, charge and spin) (kJ/mol) = 51.6
- gap between HOMO and LUMO (eV) = 11.46
- E_HOMO (hartree) = -0.3909
- SMILES = N.O.O
- total charge = 0

# 7
Formula: C4H12
Source: OMol25
Level of theory: ωB97M-V with the def2-TZVPD basis set

```
16
Properties=species:S:1:pos:R:3
C 1.3551 -1.3845 -1.4618
C 2.0995 -1.3315 -0.1145
H 1.4231 -0.4097 -1.9767
H 1.6315 -2.1060 -2.2289
H 0.2833 -1.3899 -1.3091
H 2.6606 -2.2525 0.0478
H 1.3728 -1.2055 0.6774
H 2.8378 -0.5371 -0.1535
C -1.2756 1.6924 1.2703
C -2.1671 0.9420 0.3253
H -1.0227 1.2148 2.2222
H -0.2892 1.9023 0.8359
H -1.6345 2.6905 1.5365
H -2.2817 1.4407 -0.6311
H -1.8168 -0.0889 0.2331
H -3.1761 0.8229 0.7270
```

- LUMO level (eV) = 1.1
- relative energy (zero: lowest compared OMol25 entry of this formula, charge and spin) (kJ/mol) = 32.5
- gap between HOMO and LUMO (eV) = 12.71
- E_HOMO (hartree) = -0.4261
- SMILES = CC.CC
- total charge = 0

# 8
Formula: C4H10Cl3N3O6
Source: OMol25
Level of theory: ωB97M-V with the def2-TZVPD basis set

```
26
Properties=species:S:1:pos:R:3
C 0.4184 -0.3083 4.6027
N -0.8359 0.4391 4.9086
O -1.2341 0.4524 6.0925
O -1.4229 1.0016 3.9983
H 0.5862 -0.2941 3.5258
H 0.3482 -1.3065 5.0349
H 1.2901 0.2584 4.9300
C -2.4363 0.7282 -2.2533
N -2.3373 1.8635 -1.3240
O -3.0980 1.8614 -0.3610
O -1.5304 2.7456 -1.5392
H -3.3748 0.2030 -2.0755
H -1.5509 0.1452 -1.9999
H -2.3153 0.9836 -3.3061
C 2.5838 -2.2986 -3.7360
N 1.6934 -1.3004 -3.0313
O 0.7299 -0.7792 -3.6170
O 2.0475 -0.8905 -1.8944
H 2.1197 -2.6224 -4.6676
H 2.7634 -3.1367 -3.0626
H 3.4782 -1.7001 -3.9089
Cl 0.0331 2.4398 1.2441
C 0.3958 0.7807 0.6349
Cl -0.8519 -0.3223 1.0133
Cl 1.9888 0.2899 1.2408
H 0.5112 0.7665 -0.4489
```

- LUMO level (eV) = -0.6
- relative energy (zero: lowest compared OMol25 entry of this formula, charge and spin) (kJ/mol) = 0.0
- gap between HOMO and LUMO (eV) = 10.02
- E_HOMO (hartree) = -0.3919
- SMILES = C[N+](=O)[O-].C[N+](=O)[O-].C[N+](=O)[O-].ClC(Cl)Cl
- total charge = 0

| no. | energy (eV) |
| --- | --- |
| 1 | -129669.41281 |
| 2 | -206002.90318 |
| 3 | -19140.33059 |
| 4 | -42608.03784 |
| 5 | -7350.48110 |
| 6 | -5698.56211 |
| 7 | -4342.19173 |
| 8 | -58623.65574 |